# 1
23
Properties=species:S:1:pos:R:3:forces:R:3 method="wB97M-V/def2-TZVPD" largest_force_ha_per_bohr=0.046 orbital_gap_ev=9.340 total_charge=-1 e_homo_ev=-5.81
C 2.826043 0.126974 -0.328924 0.55 -0.74 1.53
O 2.048547 -0.915539 0.183452 -0.83 -0.63 0.14
H 2.763468 0.869102 0.470277 0.62 0.84 -0.61
H 3.853652 -0.237145 -0.472812 0.04 0.22 0.26
H 2.520507 0.484702 -1.290461 -0.49 0.47 -0.57
H -2.112544 -1.349046 0.930848 1.39 -1.32 0.08
H -0.686517 -1.375193 1.497881 0.16 0.30 0.06
O -1.324670 -1.970298 1.041635 -1.69 0.88 0.02
H -1.461441 2.457523 0.411498 0.58 0.56 -0.53
H -1.237201 0.967372 0.795590 -0.28 0.91 0.54
O -1.921823 1.696598 0.726639 -0.38 -1.51 0.46
H -2.254747 -0.865623 -1.156472 -0.34 0.51 -0.25
H -2.700106 0.488665 -0.594517 -0.13 0.03 -0.08
O -3.048903 -0.296722 -1.052138 0.47 -0.41 0.18
H 0.524015 1.400506 -0.135709 -0.22 -0.39 -2.12
H 0.490231 1.106599 -1.787005 0.27 -0.78 0.25
O 0.292270 1.702336 -1.075252 -0.10 1.21 1.93
H -0.566000 -2.119916 -0.689471 0.73 1.70 -1.44
H 0.320506 -0.892650 -1.150259 0.02 -0.55 0.44
O -0.316503 -1.532432 -1.498479 -0.80 -1.31 1.00
H 1.444166 -0.558825 0.932544 0.23 -0.03 -0.61
H 0.329560 0.715132 2.463495 0.19 1.02 1.40
O 0.217500 0.097882 1.777648 0.01 -0.98 -2.07

***

# 2
10
Properties=species:S:1:pos:R:3:forces:R:3 method="wB97M-V/def2-TZVPD" largest_force_ha_per_bohr=0.063 orbital_gap_ev=7.411 total_charge=+2 e_homo_ev=-18.77
C 0.003842 0.063504 -0.600930 -0.73 -2.51 1.45
C -0.454855 -1.095872 -0.973579 -0.69 -0.18 2.34
H -1.037880 -1.560572 -0.008319 0.74 0.79 -2.62
H -0.175006 -1.583136 -1.901913 -0.39 -0.14 0.09
O 1.101841 0.818824 -0.838696 0.35 0.80 -1.05
H 1.398138 0.841460 -1.759218 0.23 0.03 -0.60
C -0.926038 -0.253259 1.659125 -0.92 -0.45 0.91
O -0.212580 0.518790 0.887331 -0.30 -0.56 -2.02
Sn 1.278161 1.966139 0.910117 1.65 2.41 1.45
H -0.975625 0.284122 2.626083 0.07 -0.18 0.05

***

# 3
52
Properties=species:S:1:pos:R:3:forces:R:3 method="wB97M-V/def2-TZVPD" multiplicity=6 largest_force_ha_per_bohr=0.016 orbital_gap_ev="6.021 / 6.066" total_charge=+1 e_homo_ev="-9.86 / -10.02" s2=8.76
Mn -0.962385 0.464764 0.872895 0.47 -0.30 0.00
N -0.880801 -3.985176 1.015460 -0.03 0.07 -0.01
C -1.282308 -2.720422 0.963185 0.06 -0.03 0.12
N -0.526186 -1.714643 0.626588 -0.06 0.09 -0.09
C 0.810611 -1.952477 0.290333 0.13 0.05 -0.07
N 1.596850 -1.003606 -0.116662 -0.05 -0.19 0.07
N 0.960626 0.204755 -0.099742 -0.22 0.20 -0.21
C 1.405104 1.166015 -0.805595 -0.01 -0.12 0.11
C 0.611315 2.403697 -0.812400 -0.06 0.13 -0.03
C 1.130476 3.584370 -1.314709 -0.09 -0.06 0.00
C 0.342805 4.726462 -1.284475 -0.04 0.01 0.01
C -0.933084 4.647891 -0.756390 0.00 0.03 -0.01
C -1.383897 3.428140 -0.276863 0.02 -0.04 0.05
N -0.639786 2.324100 -0.307122 0.11 -0.04 0.00
C 1.321417 -3.315409 0.379753 0.00 -0.07 0.01
C 2.656457 -3.633824 0.115662 -0.01 -0.02 0.00
C 3.083397 -4.940294 0.208935 0.02 0.02 0.00
C 2.188354 -5.950421 0.566278 -0.03 -0.01 0.01
C 0.867216 -5.657835 0.834595 0.03 0.01 -0.01
C 0.445002 -4.336999 0.740062 0.00 0.02 0.01
H -1.539359 -4.697253 1.291716 0.02 -0.01 0.00
H -2.313732 -2.529613 1.236174 0.00 -0.01 -0.01
H 2.311455 1.086875 -1.399433 0.03 -0.04 0.03
H 2.134066 3.606781 -1.715955 0.01 -0.01 0.01
H 0.724680 5.663011 -1.666723 0.00 0.01 0.00
H -1.580353 5.511215 -0.709279 0.01 0.01 -0.01
H -2.372857 3.331669 0.153467 0.00 0.01 -0.01
H 3.333988 -2.838960 -0.160012 0.01 0.00 0.00
H 4.116111 -5.186405 0.005883 0.00 0.00 0.00
H 2.532061 -6.973193 0.636290 0.00 -0.01 0.00
H 0.170262 -6.436639 1.116509 -0.01 -0.01 0.00
C 0.473395 -1.652024 8.335199 0.00 -0.03 0.03
C 0.057048 -0.998689 7.047598 -0.01 0.03 -0.03
C -1.145785 -1.318033 6.432500 0.01 -0.01 -0.01
C -1.549079 -0.714188 5.246985 0.06 0.02 0.01
C -2.866653 -1.102255 4.638281 -0.01 -0.01 0.01
C -0.711552 0.243928 4.664930 0.08 -0.26 -0.26
Se -1.322879 1.193330 3.103235 -0.42 0.64 0.27
C 0.515176 0.578217 5.248892 -0.04 -0.07 0.00
C 1.470652 1.588698 4.675288 0.01 0.02 -0.02
C 0.868675 -0.053841 6.436762 0.02 -0.04 -0.01
H -0.264170 -2.382844 8.663498 0.00 0.00 0.00
H 0.589783 -0.913171 9.129337 0.00 0.01 0.00
H 1.430141 -2.164504 8.224111 0.01 0.00 0.00
H -1.795766 -2.057513 6.887130 0.00 0.00 0.02
H -3.341918 -1.885742 5.226853 -0.01 0.00 0.00
H -2.737229 -1.464744 3.615070 0.00 0.01 -0.01
H -3.544139 -0.249229 4.580321 0.00 0.00 -0.01
H 1.253678 1.812999 3.634243 0.01 -0.02 0.00
H 2.494188 1.220040 4.748801 0.01 0.01 0.03
H 1.417464 2.525728 5.233505 -0.02 0.01 -0.01
H 1.818761 0.204266 6.893432 0.00 0.00 0.02

***

# 4
13
Properties=species:S:1:pos:R:3:forces:R:3 method="wB97M-V/def2-TZVPD" largest_force_ha_per_bohr=0.051 orbital_gap_ev=10.612 e_homo_ev=-9.79
C -0.733363 -0.304121 -0.133435 -0.51 -2.18 0.97
C 0.200830 0.704849 0.449446 0.87 -0.16 0.61
C 1.565930 0.102214 0.679028 -0.36 1.00 -0.46
H -2.150493 -0.372769 -1.540264 1.07 0.06 -0.22
H -1.050305 0.858397 -1.715890 0.24 0.95 -0.38
H -1.679868 -1.923952 0.223004 -0.08 -0.50 -0.30
H -0.155407 0.984283 1.430660 -0.36 0.09 0.32
H 2.233326 0.784537 1.183002 0.25 0.28 -0.16
H 1.371387 -0.710419 1.292682 -0.16 -1.56 1.34
N -1.160864 -0.083555 -1.431553 -1.67 -0.95 0.89
N -0.975193 -1.333869 0.637840 0.19 2.37 -1.17
F 0.274321 1.848501 -0.293163 -0.01 0.63 -0.72
Cl 2.259693 -0.554090 -0.781361 0.54 -0.03 -0.72

***

# 5
114
Properties=species:S:1:pos:R:3:forces:R:3 method="wB97M-V/def2-TZVPD" largest_force_ha_per_bohr=0.039 orbital_gap_ev=5.375 total_charge=-1 e_homo_ev=-3.91
C 0.979471 3.954858 -1.343893 0.20 0.35 0.06
C 0.699873 3.346081 -2.708139 0.06 0.40 0.48
O 0.816467 1.949779 -2.686111 0.26 -0.06 -0.34
C -0.301840 1.388132 -3.326372 -0.03 -0.02 0.30
C -0.241555 -0.107343 -3.585602 0.76 -0.03 -0.63
O 0.490033 -0.890277 -2.691438 -0.69 0.44 0.28
C -0.311188 -1.988954 -2.256844 0.30 -0.59 0.99
B 0.106981 -2.810458 -0.844766 0.22 0.62 -1.02
N 0.096373 -4.335333 -1.185148 -0.22 0.22 1.04
O 1.361466 -2.364590 -0.244686 0.58 0.42 0.04
C 1.271981 -2.538869 1.146631 -0.12 -1.01 -1.19
C 1.552989 -4.054900 1.399397 -0.08 0.51 0.92
C 2.716558 -4.551601 0.601954 -0.17 -0.65 0.10
F 2.814049 -5.953872 0.819013 0.13 -0.23 0.12
C 2.373527 -1.868422 1.971228 -0.93 0.83 -0.21
C 2.811954 -0.446151 1.721146 0.68 0.06 0.24
O 3.104183 -0.147221 0.359496 0.17 0.01 0.03
C 4.249918 -0.745052 -0.065717 0.02 -0.31 -0.49
O 4.255442 -1.471636 -1.014038 -0.04 0.03 -0.44
C 5.542825 -0.455604 0.665666 -0.60 0.27 0.70
C 5.807347 1.012521 0.973515 0.71 -0.32 0.05
C -0.245180 -2.169628 1.402375 0.56 -1.55 1.14
C -0.560879 -0.771307 1.954850 0.17 -0.56 -0.50
C -0.525098 0.369898 0.988437 0.37 0.37 -0.05
O -0.110191 0.314442 -0.134762 0.02 -0.11 -0.36
C -1.039452 1.696404 1.484005 -0.01 -0.72 0.00
C -0.190302 2.537609 2.164750 0.21 -0.10 0.09
C -0.628819 3.775638 2.578162 0.38 -0.04 -0.02
C -1.919018 4.157561 2.296425 -0.07 0.64 0.31
C -2.775812 3.311277 1.632105 -0.39 0.12 -0.32
C -2.337793 2.074223 1.217966 0.01 -0.02 0.00
P -1.146859 -3.294833 2.682562 -1.27 1.23 0.45
C -1.638710 -4.860470 1.888210 0.83 -0.60 0.30
C -0.072274 -3.700894 4.129078 -0.32 -0.62 -0.33
O -0.892021 -2.490604 0.237982 -0.49 0.15 -0.44
H 1.708731 4.752505 -1.419351 0.30 0.19 0.00
H 1.358298 3.219216 -0.652259 0.09 -0.37 0.14
H 0.095379 4.405954 -0.912720 -0.33 -0.07 0.20
H 1.367662 3.792933 -3.446827 0.18 -0.16 -0.28
H -0.309511 3.640504 -2.982489 -0.27 -0.01 -0.25
H -1.171242 1.626007 -2.715832 -0.33 -0.03 0.24
H -0.440934 1.893462 -4.288257 -0.16 -0.09 -0.25
H -1.282339 -0.421618 -3.617928 -0.24 -0.11 -0.11
H 0.160748 -0.275705 -4.593180 0.10 0.06 -0.18
H -1.342353 -1.644284 -2.114706 -0.15 0.06 0.13
H -0.352816 -2.729171 -3.062498 0.02 -0.08 -0.37
H 0.761048 -4.537109 -1.917298 -0.09 -0.02 -0.30
H -0.832515 -4.562427 -1.514854 -0.03 -0.25 -0.29
H 1.832342 -4.158054 2.448423 0.01 -0.17 0.18
H 0.691758 -4.677965 1.228435 -0.06 -0.04 -0.46
H 2.601734 -4.416320 -0.457910 0.00 0.20 -0.26
H 3.655596 -4.162390 0.970183 0.33 0.31 -0.17
H 2.006281 -1.891901 2.993652 0.13 -0.04 0.41
H 3.266393 -2.466123 1.982007 0.22 -0.37 -0.14
H 2.155546 0.300590 2.135033 -0.56 0.34 -0.36
H 3.743108 -0.333214 2.276033 0.01 0.15 0.40
H 6.340958 -0.912881 0.106959 0.15 -0.13 -0.30
H 5.472104 -0.968528 1.619866 0.22 -0.40 0.17
H 5.463903 1.284509 1.960344 -0.44 0.23 0.16
H 5.418254 1.677902 0.226354 -0.36 0.34 -0.28
H 6.882857 1.156197 0.996947 0.27 0.13 -0.01
H 0.098319 -0.600148 2.801139 0.13 0.39 0.27
H -1.563138 -0.806677 2.369230 -0.30 0.13 0.14
H 0.818145 2.211637 2.342158 0.36 0.00 0.13
H 0.054771 4.432352 3.086507 0.09 0.24 0.17
H -2.246156 5.138199 2.601359 -0.18 0.18 0.06
H -3.779316 3.615736 1.399651 -0.30 0.06 0.06
H -2.988859 1.409920 0.680700 -0.24 -0.19 -0.14
H -2.487033 -5.278704 2.413793 -0.33 0.09 0.21
H -0.853795 -5.612548 1.919413 0.13 -0.21 -0.10
H -1.906043 -4.708230 0.854423 -0.01 0.31 -0.27
H -0.733223 -3.895084 4.963680 -0.22 -0.04 0.26
H 0.543946 -4.584442 3.996236 0.31 -0.04 -0.04
H 0.527918 -2.846815 4.401768 0.31 0.27 -0.01
C 5.681483 -3.789323 3.340911 0.08 -0.24 -0.13
O 4.771327 -3.025335 3.618072 0.11 0.15 0.12
N 6.982963 -3.392307 3.235142 -0.23 -0.07 0.21
N 5.451176 -5.119364 3.101591 -0.01 0.09 0.20
H 7.743581 -3.997990 2.990946 0.08 0.13 -0.16
H 7.180462 -2.424043 3.396842 0.03 0.04 -0.06
H 4.500626 -5.438263 3.152877 -0.05 0.00 -0.14
H 6.171239 -5.771051 2.861992 0.02 0.02 -0.07
C 10.648767 -4.247545 1.752399 0.11 -0.04 -0.09
O 9.735023 -3.499759 2.052716 -0.01 -0.14 0.09
N 11.942960 -3.813656 1.656999 -0.04 0.00 0.03
N 10.457535 -5.576165 1.482430 0.00 0.09 0.09
H 12.710466 -4.406766 1.409228 -0.01 -0.03 -0.02
H 12.114684 -2.844753 1.845860 -0.02 0.03 0.00
H 9.520387 -5.926068 1.533416 -0.04 -0.01 -0.06
H 11.196838 -6.202954 1.231488 0.02 0.01 -0.02
C -6.670352 3.725865 0.249861 -0.03 -0.03 -0.08
O -6.023274 3.173190 1.123281 -0.09 0.08 0.01
N -6.975836 5.065679 0.303844 0.05 0.05 0.02
N -7.149570 3.083559 -0.849754 0.08 0.05 -0.06
H -7.511693 5.533802 -0.401933 -0.06 -0.08 -0.03
H -6.643359 5.580664 1.095619 0.03 -0.01 0.03
H -6.955859 2.103720 -0.931345 0.07 -0.01 0.01
H -7.675697 3.554448 -1.568096 -0.13 -0.17 0.17
C -10.332695 4.705926 -2.867151 -0.16 0.04 -0.20
O -9.226363 4.326599 -2.496427 0.07 0.08 0.02
N -11.427036 3.903748 -2.789718 0.06 0.00 0.10
N -10.533938 5.948758 -3.381715 0.05 0.00 0.20
H -12.340602 4.184233 -3.088270 0.00 0.03 -0.04
H -11.295821 2.982389 -2.416367 0.02 -0.02 -0.01
H -9.734885 6.549415 -3.459457 0.05 -0.03 -0.09
H -11.424858 6.278828 -3.697562 -0.02 -0.04 -0.05
C -7.374825 5.096438 -5.795613 0.16 0.02 0.08
O -8.325626 4.496369 -6.266402 -0.05 0.05 -0.02
N -7.110664 5.124003 -4.455741 -0.15 0.04 -0.06
N -6.495125 5.799315 -6.581505 -0.10 0.04 0.02
H -6.335216 5.617747 -4.057005 0.09 -0.07 -0.04
H -7.730968 4.609435 -3.847933 -0.01 0.08 0.01
H -6.661378 5.796723 -7.569044 0.00 -0.03 -0.03
H -5.704851 6.296803 -6.220099 0.04 -0.05 0.03

***

# 6
10
Properties=species:S:1:pos:R:3:forces:R:3 method="wB97M-V/def2-TZVPD" largest_force_ha_per_bohr=0.076 orbital_gap_ev="8.836 / 8.831" e_homo_ev="-9.60 / -9.61"
C -1.677449 0.298008 -1.031891 0.48 -0.98 2.58
C 1.213121 -0.371080 0.992018 -2.74 -1.29 1.99
N -0.994803 -0.323042 0.009975 0.55 0.15 -0.21
N -1.154549 1.128292 -1.805425 3.14 -0.06 -0.25
N 0.778907 0.767607 -0.998121 -3.58 0.94 -1.29
N 0.296555 0.071594 -0.107915 -0.55 0.31 0.92
H -2.744134 0.041722 -0.924806 0.32 0.43 -0.71
H 2.144552 -0.403175 0.606068 2.95 -0.28 -1.37
H 1.295078 0.154886 1.976217 -0.92 0.57 -1.31
H 0.842723 -1.364812 1.283880 0.34 0.21 -0.35